99
Properties=species:S:1:pos:R:3:forces:R:3:mulliken_charge:R:1 method="wB97M-V/def2-TZVPD" homo_energy_ev=-5.7 homo_lumo_gap_ev=2.38 e_above_lowest_kj_mol=0.00 max_force_ev_per_a=2.46 total_charge=0 e_tot_ha=-2253.10511
C 6.4979 5.5441 0.8827 0.0 1.1 0.5 -1.308
C 6.5535 4.2678 0.2084 0.3 -1.8 -1.0 0.478
C 7.5408 3.5941 -0.4571 -0.5 0.3 0.2 -1.137
C 6.9690 2.3485 -0.8730 -0.6 -0.2 0.2 -0.489
C 5.6661 2.3127 -0.4166 1.7 -0.3 0.1 0.789
B 4.4609 1.2286 -0.5061 1.2 0.7 0.0 -0.308
C 4.9685 0.0080 -1.3514 0.0 -0.7 -1.5 0.771
C 4.8234 -0.3763 -2.6576 0.0 0.1 0.4 -0.622
C 5.6973 -1.4879 -2.8837 0.3 -0.3 0.6 -0.881
C 6.3151 -1.7414 -1.6868 -1.5 1.2 -0.7 0.390
C 7.3995 -2.6220 -1.3006 0.8 -0.8 0.2 -1.264
O 5.8425 -0.8642 -0.7388 0.5 -0.1 -0.7 -0.581
C 4.1739 0.5692 0.8934 -0.2 0.7 1.4 0.787
C 4.6874 0.7742 2.1486 -0.2 0.0 -0.3 -0.434
C 4.0505 -0.1467 3.0385 -0.5 -0.4 -0.6 -1.445
C 3.1760 -0.8723 2.2730 1.5 1.5 -0.1 0.466
C 2.1944 -1.8758 2.6271 -0.6 -0.8 0.4 -0.480
O 3.2609 -0.4608 0.9583 -0.4 -0.1 0.9 -0.262
C 3.4137 2.1902 -1.1850 -1.9 -0.1 -0.3 0.860
C 2.1391 2.6027 -0.8877 0.4 -0.1 -0.2 -0.501
C 1.7783 3.6346 -1.8224 0.9 -0.1 -0.6 -1.137
C 2.8551 3.7722 -2.6700 -0.8 -1.3 1.9 0.439
C 3.1196 4.6245 -3.8086 0.2 0.9 -0.9 -1.281
O 3.8470 2.9050 -2.2819 -0.7 0.3 -0.1 -0.602
O 5.4104 3.5086 0.2142 0.6 0.1 0.3 -0.483
H 7.4634 6.0455 0.8029 -0.1 0.0 0.0 0.350
H 5.7327 6.1848 0.4373 0.0 0.1 0.1 0.267
H 6.2661 5.4317 1.9454 0.0 0.0 0.0 0.260
H 8.5527 3.9397 -0.6335 -0.2 0.0 0.1 0.417
H 7.4769 1.5743 -1.4462 -0.3 0.2 0.3 0.556
H 4.1679 0.1003 -3.3769 0.2 0.0 0.1 0.577
H 5.8621 -2.0146 -3.8158 0.0 0.0 0.2 0.416
H 7.5395 -3.3634 -2.0923 0.0 0.0 0.2 0.353
H 8.3457 -2.0730 -1.2005 -0.1 -0.1 0.1 0.239
H 7.1950 -3.1325 -0.3545 0.1 0.0 -0.1 0.281
H 5.4358 1.5108 2.4167 -0.2 -0.1 -0.2 0.569
H 4.2086 -0.2516 4.1063 -0.1 0.0 -0.2 0.382
H 2.2642 -2.0756 3.7023 0.0 -0.1 -0.2 0.286
H 1.1733 -1.5316 2.4300 0.0 -0.1 0.0 -0.041
H 2.3632 -2.8162 2.0908 -0.1 0.0 0.0 0.217
H 1.5263 2.2061 -0.0880 0.1 0.1 0.0 0.768
H 0.8580 4.2021 -1.8592 0.1 0.0 -0.1 0.421
H 2.2129 5.1901 -4.0432 0.2 0.0 0.0 0.360
H 3.9225 5.3392 -3.5816 -0.1 -0.1 -0.2 0.250
H 3.4058 4.0533 -4.7002 0.0 0.1 0.1 0.276
C -2.3559 -4.1137 5.3568 -0.1 0.2 0.0 -1.530
N -1.8222 -4.7975 4.1764 0.4 1.3 -0.4 0.141
C -2.0612 -6.1746 4.0431 -0.4 -1.5 -0.4 1.454
C -2.7749 -6.8903 5.0452 0.2 0.3 -0.3 -0.494
C -3.1769 -8.2131 4.8423 0.3 0.0 -0.5 -0.765
C -2.8641 -8.8742 3.6478 0.1 0.2 0.0 -0.448
C -2.1133 -8.2078 2.6702 -0.1 0.3 0.4 -0.845
C -1.7167 -6.8794 2.8625 -0.3 -0.1 0.3 -0.312
C -1.4852 -3.9367 3.1115 0.1 -0.6 0.6 0.112
C -0.4507 -4.1900 2.1752 0.0 -0.1 -0.5 -0.313
C -0.1932 -3.3083 1.1403 0.1 0.1 0.3 -0.971
C -0.9479 -2.1028 0.9749 0.1 0.3 0.0 1.472
C -0.6853 -1.2101 -0.0980 -1.0 -1.4 -0.3 -0.953
C -1.7083 -0.3342 -0.6065 -0.2 1.6 0.1 0.136
C -2.2569 -0.4958 -1.9109 0.4 -0.3 0.5 -1.188
C -3.5246 -0.0186 -2.2126 0.1 0.1 0.0 -0.562
C -4.2289 0.8503 -1.3370 -0.4 -0.6 0.2 1.480
N -5.5247 1.3233 -1.5671 0.7 0.1 0.4 0.118
C -6.1010 2.2119 -0.5567 -0.1 0.2 0.0 -1.554
C -6.4114 0.9267 -2.5968 -0.7 -0.1 -1.0 0.516
C -7.8077 0.9432 -2.3453 0.3 0.0 0.1 -0.336
C -8.7369 0.6689 -3.3446 0.4 -0.1 -0.2 -0.780
C -8.3043 0.3019 -4.6208 0.2 -0.1 0.1 -0.405
C -6.9338 0.2692 -4.8947 -0.1 0.2 0.3 -0.729
C -6.0008 0.6326 -3.9171 -0.1 0.1 0.3 -0.264
C -3.5772 1.1572 -0.1098 0.0 0.2 0.1 -0.110
C -2.3456 0.6280 0.2207 -0.4 -0.9 0.0 -1.321
C -2.0128 -1.8972 1.9045 0.1 -0.1 0.4 -0.692
C -2.2028 -2.7308 2.9828 -0.2 0.7 -0.3 -0.843
H -1.8441 -3.1504 5.4502 -0.2 -0.3 0.1 0.503
H -3.4394 -3.9422 5.2732 0.2 -0.1 0.1 0.424
H -2.1645 -4.6893 6.2635 0.1 0.1 -0.2 0.428
H -3.0528 -6.4018 5.9791 0.0 -0.2 -0.4 0.215
H -3.7529 -8.7301 5.6148 0.2 0.3 -0.3 0.362
H -3.2137 -9.8926 3.4678 0.2 0.3 0.1 0.368
H -1.8397 -8.7106 1.7370 -0.1 0.2 0.4 0.362
H -1.1704 -6.3820 2.0662 -0.3 -0.3 0.2 0.340
H 0.1538 -5.0887 2.2844 -0.1 0.4 -0.1 0.741
H 0.5947 -3.5260 0.4172 -0.1 0.1 0.3 0.436
H 0.1935 -1.4123 -0.7048 0.0 -0.1 -0.1 0.454
H -1.6912 -1.0920 -2.6345 -0.5 0.0 0.2 0.465
H -4.0003 -0.3748 -3.1180 0.3 0.2 0.2 0.448
H -6.9449 2.7395 -1.0040 0.3 0.0 0.1 0.593
H -6.4780 1.6602 0.3167 0.2 0.1 -0.1 0.382
H -5.3752 2.9690 -0.2429 -0.1 -0.2 -0.1 0.394
H -8.1836 1.2116 -1.3583 0.1 -0.2 -0.3 0.480
H -9.8011 0.7465 -3.1216 0.3 -0.1 0.0 0.370
H -9.0264 0.0402 -5.3909 0.2 0.1 0.1 0.372
H -6.5776 -0.0169 -5.8854 -0.1 0.2 0.3 0.356
H -4.9534 0.7359 -4.1951 -0.4 0.0 0.0 0.559
H -4.0857 1.7406 0.6549 0.3 0.1 -0.4 0.317
H -1.8731 0.8956 1.1666 -0.2 -0.1 -0.2 0.688
H -2.7033 -1.0684 1.7860 0.2 -0.1 0.0 0.505
H -2.9622 -2.4504 3.7119 0.1 -0.3 -0.4 0.451